# 1
# C12H30F6Li5N4O21S6

A molecular structure, C12H30F6Li5N4O21S6 at a distorted geometry (ωB97M-V with the def2-TZVPD basis set, the OMol25 dataset).

Each line ends with the Mulliken spin population.
Element x y z (Å)
Li (-24.0355, -4.9804, 6.2125)  1.040
Li (-20.0147, -6.3805, 8.6510)  0.107
Li (-21.0456, -9.6292, 3.7616)  0.013
Li (-22.9823, -7.5528, 2.8210)  0.107
Li (-20.4322, -9.2526, 8.4120)  0.029
N (-19.2444, -8.0824, 9.3187)  0.000
S (-17.7294, -8.1513, 9.5437)  0.002
O (-17.0161, -9.1637, 10.2917)  0.000
O (-17.1851, -6.8285, 9.4903)  0.000
F (-17.4199, -8.7021, 8.1150)  0.000
S (-19.6586, -8.1197, 10.9849)  -0.003
O (-18.8381, -7.3410, 11.9079)  0.000
O (-20.2304, -9.4077, 11.3959)  0.000
F (-21.0100, -7.2134, 10.8827)  -0.003
N (-20.0737, -11.1636, 4.3879)  0.002
S (-19.4506, -10.8987, 5.7563)  -0.001
O (-18.2417, -11.6314, 6.0630)  0.000
O (-20.2720, -10.4802, 6.8737)  0.004
F (-18.7906, -9.4639, 5.3878)  0.000
S (-20.9238, -12.5745, 4.9570)  0.001
O (-22.0721, -12.2851, 5.7635)  0.001
O (-20.1029, -13.7260, 5.2285)  0.000
F (-21.5662, -12.8812, 3.5439)  0.000
N (-22.8216, -9.4670, 2.8880)  0.020
S (-24.1058, -10.2156, 3.2292)  -0.004
O (-24.0704, -11.7027, 3.2262)  0.000
O (-25.3747, -9.5166, 3.0756)  0.003
F (-23.7995, -10.0452, 4.8236)  -0.006
S (-22.8974, -10.2056, 1.2938)  0.004
O (-24.1363, -10.1975, 0.5184)  0.003
O (-22.0572, -11.3611, 1.0663)  0.000
F (-22.0778, -9.0293, 0.5940)  0.000
N (-21.6823, -7.4719, 6.1424)  0.031
O (-22.4703, -6.5069, 6.0481)  -0.085
O (-21.2112, -7.8042, 7.1938)  -0.014
O (-21.4542, -8.0674, 5.0643)  0.029
C (-20.7723, -0.1535, 4.0880)  0.001
O (-20.8561, -1.5671, 4.2775)  0.002
C (-21.1131, -1.9147, 5.6149)  -0.025
C (-21.3469, -3.4062, 5.6703)  -0.103
O (-22.6116, -3.9165, 5.2703)  -0.206
C (-22.9975, -3.5271, 3.9767)  -0.074
H (-21.7748, 0.2344, 3.9070)  0.000
H (-20.2756, 0.0844, 3.1474)  0.000
H (-20.3388, 0.3288, 4.9642)  0.000
H (-22.0990, -1.4849, 5.7915)  0.007
H (-20.3916, -1.5439, 6.3430)  -0.003
H (-21.3701, -3.7844, 6.6923)  0.098
H (-20.5581, -3.9488, 5.1494)  -0.013
H (-23.3840, -2.5082, 3.9995)  -0.007
H (-23.7880, -4.2212, 3.6916)  0.058
H (-22.2966, -3.7237, 3.1654)  -0.002
C (-19.7360, -4.1415, 10.9246)  -0.002
O (-19.2882, -4.7826, 9.6859)  -0.017
C (-18.7320, -3.7296, 8.7757)  -0.018
C (-18.0238, -4.4898, 7.6665)  0.000
O (-19.0198, -5.4015, 7.0704)  -0.008
C (-18.5096, -6.0125, 5.8529)  -0.009
H (-18.9610, -3.6480, 11.5110)  0.001
H (-20.3488, -4.8320, 11.5042)  0.002
H (-20.4792, -3.3864, 10.6686)  0.002
H (-18.1364, -2.9992, 9.3233)  -0.001
H (-19.5785, -3.2636, 8.2714)  0.018
H (-17.1932, -5.0774, 8.0574)  0.000
H (-17.6820, -3.8081, 6.8876)  0.000
H (-18.6272, -5.4955, 4.9005)  -0.001
H (-19.0237, -6.9735, 5.8395)  0.010
H (-17.4645, -6.3049, 5.9543)  0.000
C (-25.4441, -7.0267, 0.7284)  -0.001
O (-24.0231, -6.9564, 1.1347)  -0.019
C (-23.3218, -5.9343, 0.4823)  -0.004
C (-21.8415, -6.0125, 0.7197)  0.005
O (-21.6170, -6.3839, 2.0685)  0.017
C (-20.3549, -5.9821, 2.6508)  0.003
H (-26.0119, -7.7848, 1.2679)  -0.001
H (-25.4667, -7.1616, -0.3530)  0.001
H (-25.9728, -6.0970, 0.9386)  0.005
H (-23.7478, -4.9684, 0.7536)  0.004
H (-23.5870, -5.9682, -0.5744)  0.001
H (-21.3965, -5.0311, 0.5556)  0.000
H (-21.3655, -6.7417, 0.0642)  0.000
H (-20.3387, -6.4318, 3.6436)  -0.004
H (-20.3323, -4.8932, 2.6934)  0.001
H (-19.4908, -6.3441, 2.0938)  0.000

Cartesian forces, eV/Å:
Li 0.6 -0.5 0.0
Li 0.0 0.7 -0.6
Li -0.2 0.4 0.7
Li -0.2 0.8 0.0
Li -0.6 -0.8 -1.3
N -3.3 -0.5 4.3
S 8.6 -0.4 -2.8
O -2.4 1.2 0.6
O -0.2 -0.1 0.7
F -0.3 -0.1 -1.4
S -3.3 -0.7 3.6
O -1.1 -1.6 -2.3
O 1.7 2.4 -1.5
F 0.8 -0.2 -0.7
N -2.3 -2.9 0.7
S 6.6 3.6 3.5
O -2.0 0.1 -0.1
O -0.3 -0.7 -0.2
F -0.4 0.2 -0.5
S -2.6 -2.8 -2.7
O 1.3 0.2 -0.2
O -0.4 1.9 -0.1
F 0.6 0.2 0.4
N 1.5 -0.8 -5.1
S -6.3 -4.7 8.8
O 0.0 3.7 -1.8
O 2.2 -0.6 -0.6
F -0.5 0.5 -0.4
S 2.1 -1.2 -5.7
O 1.3 0.6 2.4
O -0.7 1.7 1.5
F 0.2 0.2 0.4
N -2.3 1.9 -3.5
O -0.3 0.8 0.7
O 1.9 -1.0 3.8
O 0.8 -1.3 -1.1
C -0.8 -0.4 -0.3
O 1.4 0.4 -0.5
C -2.1 -0.3 -0.9
C 0.3 -1.1 1.3
O 0.2 0.8 -0.7
C -1.2 -0.6 -0.7
H -0.3 0.2 0.5
H 0.6 -0.3 0.3
H 0.2 0.2 -0.2
H -0.2 0.4 0.9
H 0.3 -0.1 -0.1
H 0.7 0.4 0.3
H 0.1 0.0 -0.2
H 0.2 0.0 -0.4
H -0.6 0.2 0.2
H 0.8 0.5 0.4
C -1.2 -0.1 -0.9
O 0.4 2.0 0.4
C -1.0 -2.1 -0.2
C -0.5 -0.4 0.0
O 1.2 0.8 -0.3
C -0.2 -1.4 1.2
H 0.3 -0.5 -0.2
H 0.7 -0.4 0.0
H 0.1 0.4 -0.3
H 0.1 -0.3 -0.1
H -0.2 0.4 0.4
H 0.0 0.0 -0.1
H 0.0 0.1 0.0
H -0.3 0.6 0.4
H -0.2 0.0 -0.5
H 0.2 0.3 0.2
C 0.7 0.5 0.0
O -1.3 -0.8 0.8
C -1.2 0.6 -0.7
C 0.4 -0.1 0.0
O 0.3 -0.2 0.8
C -0.7 -0.2 -0.2
H 0.8 -0.3 -0.1
H 0.0 -0.3 0.0
H 0.4 0.4 0.1
H 0.2 0.3 0.6
H 0.5 -0.3 -0.4
H 0.0 0.1 -0.2
H 0.0 0.0 -0.1
H -0.1 0.2 0.0
H 0.1 0.1 0.1
H -0.1 -0.1 -0.3

The molecular weight is 907.47 g mol⁻¹. The gap between HOMO and LUMO (spin up / spin down) comes out at 3.39 / 10.13 eV. As for the spin multiplicity: 2. As for the charge: 0. Its strongest force on any atom is 0.2291 hartree/bohr. The expectation value of S² is 0.7525.



# 2
# C11H17ErN2O4S2

A molecular structure, C11H17ErN2O4S2 at a distorted geometry (ωB97M-V with the def2-TZVPD basis set, the OMol25 dataset).

Each line ends with the natural charge from an NBO analysis.
Element x y z (Å)
C (4.0022, -1.1301, -0.3863)  -0.690
C (3.5079, 0.0570, -1.2945)  -0.333
C (3.1692, 1.3596, -0.5200)  -0.430
C (1.6281, 1.6270, -0.3934)  -0.226
N (1.1618, 1.3237, 0.9492)  -0.846
S (0.9542, -0.3423, 1.1553)  2.364
O (1.0662, -0.9733, -0.1651)  -1.032
O (1.9775, -0.7309, 2.0811)  -0.934
N (-0.4966, -0.6645, 1.8424)  -1.159
S (-1.1785, -2.0284, 1.2616)  2.281
O (-2.3025, -2.3299, 2.1110)  -0.926
O (-0.3185, -3.1722, 1.1798)  -0.878
C (-1.9968, -1.6791, -0.3594)  -0.717
C (-2.9015, -0.5104, -0.0706)  0.221
C (-2.3321, 0.8190, -0.0944)  -0.144
C (-3.1255, 1.8925, 0.2069)  -0.234
C (-4.4823, 1.6320, 0.5394)  0.074
C (-5.0530, 0.3155, 0.5511)  -0.199
C (-4.2712, -0.7707, 0.2518)  -0.159
H (5.0297, -0.9622, 0.0000)  0.223
H (3.9780, -2.0889, -0.9568)  0.206
H (3.3584, -1.2810, 0.4985)  0.358
H (2.6611, -0.3072, -1.9193)  0.260
H (4.3702, 0.2981, -1.9869)  -0.094
H (3.6606, 1.4245, 0.4622)  0.274
H (3.5754, 2.2058, -1.1134)  0.209
H (1.5088, 2.7172, -0.5390)  0.228
H (1.0519, 1.1568, -1.2110)  0.197
H (0.3591, 1.8728, 1.2425)  0.418
H (-1.2740, -1.4672, -1.1614)  0.265
H (-2.5942, -2.5523, -0.6684)  0.275
H (-1.2707, 0.8956, -0.3389)  0.224
H (-2.6786, 2.8889, 0.2156)  0.244
H (-5.1059, 2.4914, 0.8107)  0.233
H (-6.0996, 0.1472, 0.8178)  0.260
H (-4.6597, -1.7917, 0.2596)  0.266
Er (5.1211, -0.3423, -3.2580)  1.925

Cartesian forces, eV/Å:
C 0.7 -0.1 -1.0
C 0.1 -0.6 1.6
C -0.4 0.5 -1.2
C 0.7 1.3 -0.1
N -0.9 -0.6 -0.6
S -0.8 -2.2 1.6
O 0.1 1.0 -0.3
O 0.6 0.3 -0.3
N 0.6 0.5 -2.1
S -0.3 -1.5 2.8
O -0.7 1.2 -0.4
O 0.8 0.7 -1.4
C -0.8 1.0 -0.9
C 0.9 -1.2 -0.4
C -0.5 -0.4 0.2
C 0.3 -0.6 -0.1
C -0.2 0.3 0.2
C 0.1 0.0 0.0
C 0.2 0.9 0.1
H -0.4 0.1 -0.2
H 0.0 0.3 0.4
H 0.0 0.2 -0.4
H 0.2 0.3 0.1
H -2.7 2.4 4.4
H -0.3 -0.4 -0.3
H -0.2 -0.3 0.3
H 0.0 -0.5 0.3
H 0.3 -0.1 0.4
H 0.1 -0.2 0.1
H 0.1 0.1 0.6
H 0.4 0.1 0.6
H -0.4 0.1 0.0
H -0.5 -0.2 0.0
H 0.1 -0.4 -0.1
H 0.3 0.4 -0.1
H 0.2 0.4 0.1
Er 2.3 -2.6 -3.8

The molecular weight is 472.66 g mol⁻¹. The gap between HOMO and LUMO (spin up / spin down) comes out at 3.91 / 3.95 eV. As for the spin multiplicity: 4. As for the charge: +2. Its strongest force on any atom is 0.1105 hartree/bohr. The expectation value of S² is 3.7762.



# 3
# C4H9NO2

C4H9NO2 in the gas phase at a distorted geometry (ωB97M-V with the def2-TZVPD basis set, the OMol25 dataset).

Each line ends with the natural charge from an NBO analysis.
Element x y z (Å)
C (-1.3703, 0.6946, -0.2188)  0.316
C (1.5429, -1.4646, 0.2333)  -0.412
N (0.5831, -0.5878, 0.9012)  -0.436
C (0.7769, 0.8567, 1.1932)  -0.477
C (0.1330, 0.7543, -0.0683)  -0.005
O (-1.8581, 1.9068, -0.7446)  -0.703
O (-1.6762, -0.3920, -1.0758)  -0.736
H (-2.6258, -0.3755, -1.2466)  0.480
H (-1.4055, 2.0811, -1.5812)  0.467
H (-0.0727, -1.0915, 1.4904)  0.395
H (-1.8484, 0.5923, 0.7594)  0.158
H (1.8215, 1.1615, 1.2182)  0.169
H (0.6084, 0.9135, -1.0522)  0.178
H (2.2298, -0.8585, -0.3555)  0.208
H (1.0351, -2.1727, -0.4271)  0.203
H (2.1264, -2.0182, 0.9743)  0.197

Cartesian forces, eV/Å:
C -0.2 0.2 0.0
C 0.1 -0.1 0.0
N 0.0 0.7 -1.5
C 0.2 0.9 1.1
C -0.1 -1.5 0.6
O 0.1 -0.1 0.0
O 0.1 0.2 0.1
H 0.1 0.0 0.0
H 0.0 0.0 0.1
H -0.1 0.2 -0.2
H 0.1 0.0 -0.1
H -0.1 -0.2 -0.2
H 0.1 -0.5 0.1
H 0.0 0.0 0.1
H 0.0 0.0 0.1
H 0.0 0.1 0.0

The molecular weight is 103.12 g mol⁻¹. The gap between HOMO and LUMO comes out at 7.66 eV. The energy above the lowest of the compared OMol25 structures with the same formula, charge and spin is 502.83 kJ/mol. As for the charge: 0. Its strongest force on any atom is 0.0332 hartree/bohr.



# 4
# C4H6O2S

A molecular structure, C4H6O2S at a distorted geometry (ωB97M-V with the def2-TZVPD basis set, the OMol25 dataset).

Each line ends with the natural charge from an NBO analysis.
Element x y z (Å)
C (-2.4877, -0.4133, -0.7115)  -0.788
C (-1.3759, -0.0455, 0.3436)  0.539
C (-0.6055, 1.0950, -0.3187)  -0.202
C (1.6815, 0.6649, 0.1742)  0.104
H (-2.6830, -1.4740, -0.1786)  0.266
H (-3.6079, 0.3499, -0.7725)  0.263
H (-1.8102, -0.7183, -1.7642)  0.256
H (-1.5826, 1.8542, -0.1372)  0.242
H (-0.6827, 0.9579, -1.4667)  0.242
H (2.3804, 0.9896, 0.9261)  0.194
O (-1.1157, -0.8010, 1.3129)  -0.524
O (0.6614, 1.4904, 0.1927)  -0.471
S (1.7716, -0.9550, -0.3486)  -0.121

Cartesian forces, eV/Å:
C -0.9 -2.2 0.4
C 1.1 -2.8 0.1
C -2.9 0.8 -0.4
C -0.4 -4.0 0.5
H -0.6 2.3 -1.8
H 4.0 -2.6 -0.1
H -2.6 1.2 2.9
H 3.3 -0.7 -0.2
H 0.8 0.2 2.1
H 0.8 0.5 -0.4
O -0.9 3.4 -2.9
O -1.4 0.8 -0.4
S -0.3 3.0 0.2

The molecular weight is 118.16 g mol⁻¹. The gap between HOMO and LUMO comes out at 9.05 eV. The energy above the lowest of the compared OMol25 structures with the same formula, charge and spin is 394.93 kJ/mol. As for the charge: 0. Its strongest force on any atom is 0.0918 hartree/bohr.



# 5
# C3H6OS2

C3H6OS2 in the gas phase at a distorted geometry (ωB97M-V with the def2-TZVPD basis set, the OMol25 dataset).

Each line ends with the natural charge from an NBO analysis.
Element x y z (Å)
C (0.2323, 0.2920, -1.4167)  -0.214
O (1.1710, -0.5620, -0.8323)  -0.528
C (0.6406, -1.1942, 0.3787)  -0.253
S (0.3046, -0.1827, 1.8026)  0.265
C (-0.7831, 0.9159, 1.0881)  -0.743
S (-0.1421, 1.7627, -0.3639)  0.184
H (-0.6786, -0.3152, -1.7354)  0.177
H (0.7497, 0.6895, -2.3321)  0.223
H (-0.2875, -1.6923, 0.0734)  0.180
H (1.4937, -1.8449, 0.6894)  0.232
H (-1.0404, 1.7106, 1.8460)  0.263
H (-1.6601, 0.4206, 0.8021)  0.214

Cartesian forces, eV/Å:
C 0.0 0.1 -0.9
O -0.5 -0.3 1.5
C 1.4 -0.3 -1.3
S 1.9 -1.0 1.3
C -0.6 2.6 0.1
S 0.1 -0.1 -0.8
H 0.7 1.0 0.5
H -0.8 -0.2 0.8
H 0.3 -0.4 0.2
H -1.2 0.1 -0.2
H 0.2 -0.8 -0.8
H -1.6 -0.6 -0.3

As for the structure (SMILES): C1OCSCS1. The molecular weight is 122.21 g mol⁻¹. The gap between HOMO and LUMO comes out at 9.67 eV. The energy above the lowest of the compared OMol25 structures with the same formula, charge and spin is 119.58 kJ/mol. As for the charge: 0. Its strongest force on any atom is 0.0516 hartree/bohr.